Entry 1:
{
  "formula": "C6H7NO",
  "method": "ωB97M-V with the def2-TZVPD basis set",
  "lumo_energy_ev": 0.537,
  "smiles": "O=C1C=C[C@@]2(CN2)C1",
  "homo_energy_ev": -9.651,
  "de_lowest_kj_mol": 140.7,
  "species": ["O", "C", "C", "C", "C", "C", "N", "C", "H", "H", "H", "H", "H", "H", "H"],
  "xyz": [[3.04, -0.57, -0.10], [1.92, -0.15, 0.07], [1.47, 1.30, 0.01], [0.12, 1.37, 0.03], [-0.49, 0.00, -0.01], [-1.78, -0.30, -0.68], [-1.73, 0.04, 0.75], [0.64, -1.02, 0.19], [2.17, 2.11, 0.13], [-0.34, 2.34, 0.01], [-2.04, -1.34, -0.95], [-2.25, 0.46, -1.34], [-1.93, -0.87, 1.25], [0.58, -1.48, 1.20], [0.64, -1.87, -0.55]]
}

---

Entry 2:
{
  "formula": "C6H7NO2",
  "method": "ωB97M-V with the def2-TZVPD basis set",
  "lumo_energy_ev": [-0.180, -0.181],
  "homo_energy_ev": [-8.809, -8.807],
  "de_lowest_kj_mol": 471.3,
  "species": ["C", "C", "C", "C", "C", "C", "N", "O", "O", "H", "H", "H", "H", "H", "H", "H"],
  "xyz": [[-0.92, 1.68, -0.13], [0.39, 1.68, 0.05], [-1.68, 0.35, -0.22], [2.25, 0.04, 0.83], [1.10, 0.47, 0.12], [-0.97, -1.96, -0.37], [-0.88, -0.66, 0.14], [-2.85, 0.26, -0.56], [2.08, -0.12, -0.56], [-1.52, 2.59, -0.31], [1.00, 2.60, 0.12], [3.02, 0.89, 1.06], [2.17, -0.99, 1.32], [-2.08, -2.12, -0.40], [-0.53, -2.09, -1.35], [-0.57, -2.62, 0.26]]
}

---

Entry 3:
{
  "formula": "C6H7NO2",
  "method": "ωB97M-V with the def2-TZVPD basis set",
  "lumo_energy_ev": 0.883,
  "smiles": "N[C@]12C=COC1=COC2",
  "homo_energy_ev": -8.262,
  "de_lowest_kj_mol": 255.6,
  "species": ["N", "C", "C", "C", "O", "C", "C", "O", "C", "H", "H", "H", "H", "H", "H", "H"],
  "xyz": [[0.06, 1.69, -1.09], [0.04, 0.71, -0.02], [1.35, 0.67, 0.75], [2.01, -0.45, 0.42], [1.24, -1.32, -0.36], [0.00, -0.70, -0.47], [-1.17, -1.29, -0.31], [-2.13, -0.40, 0.26], [-1.31, 0.68, 0.77], [0.23, 2.60, -0.66], [0.82, 1.39, -1.71], [1.74, 1.40, 1.47], [2.95, -0.85, 0.78], [-1.50, -2.31, -0.62], [-1.85, 1.61, 0.56], [-1.11, 0.46, 1.82]]
}

---

Entry 4:
{
  "formula": "C6H7NO2",
  "method": "ωB97M-V with the def2-TZVPD basis set",
  "lumo_energy_ev": 0.750,
  "smiles": "CC(=O)Nc1ccco1",
  "homo_energy_ev": -8.237,
  "de_lowest_kj_mol": 257.5,
  "species": ["C", "C", "O", "N", "C", "C", "C", "C", "O", "H", "H", "H", "H", "H", "H", "H"],
  "xyz": [[0.22, -0.10, -2.33], [1.40, 0.46, -1.62], [2.41, 0.86, -2.15], [1.22, 0.55, -0.25], [0.22, 0.14, 0.65], [-1.02, -0.37, 0.56], [-1.46, -0.48, 1.87], [-0.51, -0.02, 2.70], [0.58, 0.38, 2.00], [0.37, -0.12, -3.44], [-0.79, 0.44, -2.25], [-0.17, -1.35, -2.21], [2.03, 1.02, 0.52], [-1.61, -0.67, -0.17], [-2.39, -0.87, 2.46], [-0.51, 0.13, 3.67]]
}

---

Entry 5:
{
  "formula": "C6H7NO2S3",
  "method": "ωB97M-V with the def2-TZVPD basis set",
  "lumo_energy_ev": 0.457,
  "smiles": "NS(=O)(=O)[C@@H]1Cc2sccc2S1",
  "homo_energy_ev": -8.149,
  "de_lowest_kj_mol": 81.1,
  "species": ["N", "S", "O", "O", "C", "C", "C", "S", "C", "C", "C", "S", "H", "H", "H", "H", "H", "H", "H"],
  "xyz": [[2.40, -1.66, -0.68], [0.76, -1.97, -0.43], [0.49, -1.84, 0.96], [0.43, -3.19, -1.11], [-0.03, -0.59, -1.33], [0.67, 0.82, -0.81], [-0.28, 1.29, 0.22], [-0.10, 2.58, 1.36], [-1.67, 2.26, 1.99], [-2.29, 1.22, 1.38], [-1.48, 0.67, 0.36], [-1.75, -0.63, -0.80], [2.89, -1.62, 0.20], [2.80, -2.36, -1.28], [0.07, -0.77, -2.39], [0.76, 1.50, -1.65], [1.65, 0.57, -0.42], [-2.04, 2.86, 2.80], [-3.27, 0.86, 1.64]]
}

---

Entry 6:
{
  "formula": "C6H7NO3",
  "method": "ωB97M-V with the def2-TZVPD basis set",
  "lumo_energy_ev": 0.462,
  "smiles": "C[C@]12O[C@@]1(C(N)=O)CC2=O",
  "homo_energy_ev": -9.752,
  "de_lowest_kj_mol": 212.4,
  "species": ["C", "C", "O", "C", "C", "N", "O", "C", "C", "O", "H", "H", "H", "H", "H", "H", "H"],
  "xyz": [[1.90, 0.10, 0.91], [0.61, 0.71, 0.50], [-0.47, 0.82, 1.43], [-0.75, 0.15, 0.23], [-1.16, -1.29, 0.28], [-0.86, -2.04, -0.79], [-1.29, -1.90, 1.36], [-1.10, 1.23, -0.80], [0.31, 1.78, -0.54], [0.99, 2.62, -1.07], [2.54, -0.03, 0.02], [2.42, 0.75, 1.62], [1.73, -0.88, 1.37], [-1.23, -1.75, -1.68], [-0.54, -3.00, -0.43], [-1.16, 0.88, -1.85], [-1.96, 1.86, -0.56]]
}

---

Entry 7:
{
  "formula": "C6H7NO3",
  "method": "ωB97M-V with the def2-TZVPD basis set",
  "lumo_energy_ev": 0.698,
  "smiles": "N[C@]1(C(=O)O)C=CC=CO1",
  "homo_energy_ev": -8.742,
  "de_lowest_kj_mol": 181.1,
  "species": ["N", "C", "C", "O", "O", "C", "C", "C", "C", "O", "H", "H", "H", "H", "H", "H", "H"],
  "xyz": [[-0.12, 1.45, 0.91], [0.36, 0.50, -0.14], [1.18, 1.35, -1.17], [2.11, 0.89, -1.81], [0.78, 2.62, -1.28], [-1.01, -0.18, -0.79], [-1.36, -1.33, -0.32], [-0.55, -2.06, 0.59], [0.71, -1.64, 0.86], [1.29, -0.48, 0.45], [0.60, 1.72, 1.45], [-0.75, 0.86, 1.50], [0.08, 2.92, -0.70], [-1.57, 0.45, -1.44], [-2.33, -1.92, -0.41], [-1.01, -3.05, 0.86], [1.58, -2.09, 1.45]]
}

---

Entry 8:
{
  "formula": "C6H7NO3S",
  "method": "ωB97M-V with the def2-TZVPD basis set",
  "lumo_energy_ev": -0.879,
  "homo_energy_ev": -9.266,
  "de_lowest_kj_mol": 459.5,
  "species": ["C", "C", "C", "C", "C", "C", "N", "O", "O", "O", "S", "H", "H", "H", "H", "H", "H", "H"],
  "xyz": [[2.09, -2.02, -0.20], [1.64, -0.69, -0.02], [1.13, -2.87, -0.45], [0.34, -0.60, -0.24], [-1.17, 2.11, -0.90], [-1.17, 1.02, 0.12], [-0.44, 1.21, 1.31], [0.53, 1.99, 1.37], [-0.80, 0.49, 2.22], [-2.34, 0.41, 0.37], [-0.40, -2.10, -0.77], [3.15, -2.23, -0.19], [2.18, 0.12, 0.47], [1.27, -4.00, -0.73], [-2.06, 1.99, -1.64], [-1.35, 3.04, -0.44], [-0.21, 2.27, -1.43], [-2.38, -0.15, 1.15]]
}

---

Entry 9:
{
  "formula": "C6H7NO4S",
  "method": "ωB97M-V with the def2-TZVPD basis set",
  "lumo_energy_ev": 5.769,
  "smiles": "O=C([O-])N1CCC[C@@]1(S)C(=O)[O-]",
  "total_charge": -2,
  "homo_energy_ev": -0.416,
  "species": ["O", "C", "O", "N", "C", "C", "C", "C", "S", "C", "O", "O", "H", "H", "H", "H", "H", "H", "H"],
  "xyz": [[-1.81, -1.79, 1.30], [-1.83, -1.21, 0.16], [-2.62, -1.44, -0.82], [-0.71, -0.40, -0.17], [-0.54, 0.51, -1.34], [0.89, 0.35, -1.68], [1.51, 0.33, -0.21], [0.42, -0.14, 0.81], [1.04, -1.65, 1.71], [-0.13, 1.01, 1.79], [-0.11, 0.74, 2.99], [-0.61, 2.05, 1.30], [-0.70, 1.53, -0.90], [-1.21, 0.24, -2.09], [1.39, 1.23, -2.11], [1.15, -0.50, -2.19], [2.35, -0.37, -0.21], [1.96, 1.33, -0.05], [-0.43, -1.81, 1.71]]
}

---

Entry 10:
{
  "formula": "C6H7NOS",
  "method": "ωB97M-V with the def2-TZVPD basis set",
  "lumo_energy_ev": [-0.065, -0.128],
  "homo_energy_ev": [-7.271, -7.058],
  "de_lowest_kj_mol": 383.2,
  "species": ["C", "C", "C", "C", "C", "C", "N", "O", "S", "H", "H", "H", "H", "H", "H", "H"],
  "xyz": [[-0.60, 2.71, -1.07], [0.62, 1.94, -1.14], [-1.63, 2.50, -0.35], [0.74, -2.44, 0.30], [0.62, -1.67, 1.49], [-0.43, -1.47, 0.37], [-0.48, -0.29, -0.36], [-2.52, 2.42, 0.39], [0.92, 0.39, -0.58], [-0.56, 3.57, -1.72], [1.49, 2.39, -1.70], [1.18, -2.01, -0.54], [0.65, -3.48, 0.11], [0.10, -1.95, 2.41], [1.34, -0.81, 1.71], [-1.45, -1.79, 0.66]]
}

---

Entry 11:
{
  "formula": "C6H7NOS",
  "method": "ωB97M-V with the def2-TZVPD basis set",
  "lumo_energy_ev": [-1.632, -1.632],
  "homo_energy_ev": [-8.841, -8.838],
  "de_lowest_kj_mol": 319.3,
  "species": ["C", "C", "C", "C", "C", "C", "N", "O", "S", "H", "H", "H", "H", "H", "H", "H"],
  "xyz": [[1.45, -1.11, 1.17], [1.79, 0.06, 0.49], [0.07, -1.49, 1.30], [0.79, 0.99, 0.07], [-0.90, -0.63, 0.78], [-0.53, 0.55, 0.10], [-0.92, 2.65, -1.10], [-1.43, -0.17, -2.77], [-1.76, 1.41, -0.81], [2.18, -1.80, 1.39], [2.85, 0.20, 0.27], [-0.07, -2.42, 1.74], [1.06, 1.85, -0.55], [-1.95, -0.94, 0.91], [-1.55, 3.45, -1.25], [-1.26, 0.49, -3.39]]
}

---

Entry 12:
{
  "formula": "C6H7NS",
  "method": "ωB97M-V with the def2-TZVPD basis set",
  "lumo_energy_ev": 0.220,
  "smiles": "S=C1C=CNC12CC2",
  "homo_energy_ev": -7.823,
  "de_lowest_kj_mol": 248.8,
  "species": ["S", "C", "C", "C", "N", "C", "C", "C", "H", "H", "H", "H", "H", "H", "H"],
  "xyz": [[2.66, -0.37, 0.03], [1.09, -0.83, -0.02], [0.41, -2.02, -0.04], [-0.91, -1.69, 0.14], [-1.28, -0.45, 0.01], [0.08, 0.29, -0.06], [0.13, 1.45, 0.82], [0.09, 1.65, -0.67], [0.93, -3.02, -0.19], [-1.72, -2.42, 0.16], [-2.22, -0.15, -0.42], [-0.75, 1.84, 1.36], [1.20, 1.80, 1.07], [-0.78, 1.97, -1.06], [1.07, 1.95, -1.13]]
}

---

Entry 13:
{
  "formula": "C6H7NS",
  "method": "ωB97M-V with the def2-TZVPD basis set",
  "lumo_energy_ev": [0.830, -0.760],
  "s2": 2.0289,
  "multiplicity": 3,
  "homo_energy_ev": [-6.504, -9.242],
  "de_lowest_kj_mol": 355.3,
  "species": ["C", "C", "C", "C", "C", "C", "N", "S", "H", "H", "H", "H", "H", "H", "H"],
  "xyz": [[0.09, 0.40, 3.21], [0.29, 0.09, 1.44], [-0.30, 0.08, -0.56], [0.66, 1.29, 2.23], [-0.43, -1.14, -1.41], [0.05, -0.38, -2.67], [-0.50, -0.45, 2.43], [0.56, 1.12, -1.64], [0.40, 0.21, 4.21], [0.10, 2.13, 1.91], [1.78, 1.65, 2.35], [0.24, -1.90, -0.97], [-1.56, -1.46, -1.67], [0.92, -0.89, -3.18], [-0.83, -0.10, -3.31]]
}

---

Entry 14:
{
  "formula": "C6H7O3",
  "method": "ωB97M-V with the def2-TZVPD basis set",
  "lumo_energy_ev": 3.913,
  "total_charge": -1,
  "homo_energy_ev": -4.409,
  "de_lowest_kj_mol": 0.5,
  "species": ["C", "C", "C", "C", "C", "C", "O", "O", "O", "H", "H", "H", "H", "H", "H", "H"],
  "xyz": [[-0.24, 1.29, 0.14], [1.73, -0.44, -0.20], [-0.86, 1.16, -1.25], [-0.87, -0.35, -0.91], [0.13, -0.10, 0.26], [0.02, -0.85, 1.60], [2.59, -0.21, 0.65], [-0.14, 2.24, 0.90], [1.83, -0.93, -1.34], [-1.73, 1.57, -1.44], [-0.16, 1.49, -1.92], [-1.81, -0.73, -0.48], [-0.49, -0.96, -1.87], [0.52, -1.89, 1.58], [-0.92, -1.09, 1.97], [0.41, -0.21, 2.31]]
}

---

Entry 15:
{
  "formula": "C6H7OPS2",
  "method": "ωB97M-V with the def2-TZVPD basis set",
  "lumo_energy_ev": -1.110,
  "smiles": "C#CC(=O)C=C.CSP=S",
  "homo_energy_ev": -8.967,
  "de_lowest_kj_mol": 416.2,
  "species": ["C", "C", "C", "O", "C", "C", "H", "H", "H", "H", "C", "S", "P", "S", "H", "H", "H"],
  "xyz": [[0.39, -3.12, -0.06], [0.57, -1.92, 0.16], [1.14, -0.67, 0.67], [1.13, -0.43, 1.87], [1.59, 0.20, -0.44], [2.10, 1.38, -0.12], [0.35, -4.09, -0.47], [1.25, 0.08, -1.38], [2.15, 2.18, -0.86], [2.55, 1.55, 0.92], [-1.85, 1.49, 0.57], [-2.58, -0.19, 0.75], [-2.25, -1.40, -1.02], [-1.31, -0.28, -2.29], [-1.18, 1.52, 1.32], [-2.77, 2.22, 0.82], [-1.31, 1.46, -0.44]]
}

---

Entry 16:
{
  "formula": "C6H7P",
  "method": "ωB97M-V with the def2-TZVPD basis set",
  "lumo_energy_ev": [-0.493, -1.069],
  "smiles": "C=P1=CC=CC=C1",
  "homo_energy_ev": [-7.383, -7.167],
  "de_lowest_kj_mol": 411.5,
  "species": ["C", "P", "C", "C", "C", "C", "C", "H", "H", "H", "H", "H", "H", "H"],
  "xyz": [[2.08, -0.04, 0.95], [1.20, -0.05, -0.48], [0.12, 1.34, -0.57], [-1.15, 1.20, -0.17], [-1.61, -0.03, 0.34], [-1.12, -1.29, -0.08], [0.15, -1.48, -0.60], [2.51, 0.86, 1.14], [2.75, -0.81, 1.07], [0.60, 2.31, -1.04], [-1.66, 2.15, -0.23], [-2.52, 0.05, 0.75], [-1.88, -1.98, 0.09], [0.54, -2.24, -1.16]]
}

---

Entry 17:
{
  "formula": "C6H8",
  "method": "ωB97M-V with the def2-TZVPD basis set",
  "lumo_energy_ev": 1.131,
  "smiles": "CC#CC1CC1",
  "homo_energy_ev": -8.921,
  "de_lowest_kj_mol": 154.0,
  "species": ["C", "C", "C", "C", "C", "C", "H", "H", "H", "H", "H", "H", "H", "H"],
  "xyz": [[-2.74, -0.84, 0.69], [-1.34, -0.40, 0.65], [-0.23, 0.05, 0.58], [1.04, 0.69, 0.34], [2.17, -0.03, -0.37], [1.35, 0.98, -1.12], [-3.33, -0.13, 1.28], [-2.86, -1.83, 1.12], [-3.16, -0.85, -0.32], [1.33, 1.44, 1.07], [3.17, 0.25, -0.07], [2.04, -1.08, -0.59], [1.79, 1.94, -1.37], [0.62, 0.61, -1.82]]
}

---

Entry 18:
{
  "formula": "C6H8",
  "method": "ωB97M-V with the def2-TZVPD basis set",
  "lumo_energy_ev": [0.522, 0.519],
  "homo_energy_ev": [-7.608, -7.677],
  "de_lowest_kj_mol": 426.5,
  "species": ["C", "C", "C", "C", "C", "C", "H", "H", "H", "H", "H", "H", "H", "H"],
  "xyz": [[1.22, 0.33, 1.29], [0.81, -0.47, -0.63], [-0.37, -1.33, -0.57], [-1.64, 0.02, -0.62], [-1.08, 1.06, -0.03], [0.54, 0.78, 0.09], [0.99, -0.61, 1.78], [1.85, 1.02, 1.88], [1.51, -0.55, -1.46], [-0.70, -1.60, 0.43], [-0.35, -2.23, -1.23], [-2.58, -0.33, -1.04], [-1.41, 2.05, 0.32], [1.07, 1.63, -0.33]]
}

---

Entry 19:
{
  "formula": "C6H8",
  "method": "ωB97M-V with the def2-TZVPD basis set",
  "lumo_energy_ev": 0.958,
  "smiles": "C#C[C@@H]1C[C@@H]1C",
  "homo_energy_ev": -9.354,
  "de_lowest_kj_mol": 256.8,
  "species": ["C", "C", "C", "C", "C", "C", "H", "H", "H", "H", "H", "H", "H", "H"],
  "xyz": [[2.65, 0.50, -0.24], [1.49, 0.22, -0.43], [0.56, -0.59, 0.31], [-0.53, -1.30, -0.41], [-0.84, -0.14, 0.51], [-1.30, 1.19, -0.01], [3.68, 0.45, -0.39], [1.07, -1.03, 1.17], [-0.58, -1.14, -1.48], [-0.71, -2.31, -0.08], [-1.20, -0.41, 1.49], [-0.83, 1.43, -0.97], [-1.08, 2.00, 0.69], [-2.38, 1.15, -0.16]]
}

---

Entry 20:
{
  "formula": "C6H8",
  "method": "ωB97M-V with the def2-TZVPD basis set",
  "lumo_energy_ev": [0.425, 0.313],
  "smiles": "C=C=C1C[C@@H]1C",
  "homo_energy_ev": [-8.256, -8.060],
  "de_lowest_kj_mol": 590.2,
  "species": ["C", "C", "C", "C", "C", "C", "H", "H", "H", "H", "H", "H", "H", "H"],
  "xyz": [[-3.32, -0.47, 0.26], [-1.67, -0.02, 0.17], [-0.31, 0.35, 0.01], [0.57, 1.45, -0.45], [1.09, 0.22, 0.44], [1.99, -0.92, -0.19], [-3.76, -0.35, 1.21], [-3.71, -0.71, -0.67], [0.27, 2.38, -0.02], [0.79, 1.51, -1.46], [1.29, 0.31, 1.54], [2.53, -0.69, -1.03], [1.43, -1.78, -0.39], [2.82, -1.27, 0.58]]
}